Record 1
A structure of composition H3INP in a non-equilibrium geometry. Source: the OMol25 dataset; level of theory: the ωB97M-V functional and the def2-TZVPD basis.

ORCA input file:
```
! wB97M-V def2-TZVPD RIJCOSX def2/J DEFGRID3
* xyz 0 1
I 1.55733 2.62296 1.79009
P -0.14081 1.45123 -0.50397
N -0.31545 -0.04401 0.31398
H -1.03668 -0.08758 1.03197
H 0.63453 -0.47455 0.49892
H 1.07636 1.39976 -0.98313
*
```

The total energy comes out at -18927.568 eV. As for the energy above the lowest of the compared OMol25 structures with the same formula, charge and spin: 19.2 kcal per mole. The calculation puts the HOMO energy at -8.7692 eV.


Record 2
A structure of composition C44H41Cl3N6O4SiSn. Source: the OMol25 dataset; level of theory: the ωB97M-V functional and the def2-TZVPD basis.

ORCA input file:
```
! wB97M-V def2-TZVPD RIJCOSX def2/J DEFGRID3
* xyz 0 1
Sn -0.14788 -0.48920 -0.40571
Cl 2.38926 -0.39013 3.68114
Cl 0.24847 -2.80007 3.40812
Cl -0.77373 0.25802 2.89906
Si 0.88257 -1.01651 2.35289
O -7.25530 -3.32519 -0.19397
O -1.24467 1.58514 -0.02807
O -3.27187 -6.49734 -3.88124
O 0.95075 1.51440 0.15466
N 0.14424 0.77210 -2.87268
N 1.55394 -3.16995 -0.58608
N 1.69584 3.40379 2.11426
N -2.90698 -0.98281 -0.46016
N 2.18716 -0.64920 -1.66751
N -1.46307 -2.09777 -2.38807
C 1.20171 -4.23329 0.13765
C -4.76366 -2.43948 -0.78716
C 1.78725 3.42572 3.54098
C 3.14481 -1.50135 -1.28839
C 4.76924 -0.33015 -2.59117
C 0.63397 3.53275 4.31309
C -6.85766 -2.22253 0.59985
C 2.77415 -2.64814 -0.41207
C -3.10064 -3.73584 -2.91712
C 2.48510 0.35404 -2.49656
C 1.38436 1.27091 -2.90904
C 3.10885 3.20361 5.54317
C -2.27003 -4.27506 -3.89262
C 3.30723 -4.25094 1.26945
C 0.60192 3.34179 -3.78631
C -2.66515 -2.64168 -2.18205
C 2.06180 -4.80415 1.07488
C -4.86103 -0.73900 0.88225
C 1.94769 3.29108 6.29972
C 0.60939 5.52294 1.75877
C 4.46048 -1.35393 -1.71757
C 4.43998 3.01192 6.22025
C -0.29210 6.32962 1.09510
C -0.66191 -2.61278 -3.31091
C -0.67191 2.80936 -3.79345
C -0.12875 3.62006 0.48827
C 0.72133 4.15766 1.45943
C -5.46734 -1.79768 0.22056
C -0.87488 1.51744 -3.31381
C 3.76845 0.52941 -3.00182
C 0.71556 3.47783 5.69196
C -3.48320 -2.00083 -1.10486
C -0.17950 -4.78612 -0.05630
C -3.58105 -0.37038 0.50933
C -1.02220 -3.70230 -4.09060
C -1.03521 4.44722 -0.17328
C 4.30625 3.30807 3.33164
C 3.67986 -3.15565 0.50536
C -2.25259 0.92561 -3.26709
C -0.14267 2.15862 0.18346
C -1.11670 5.79696 0.10661
C 1.65450 2.56208 -3.33792
C 3.04094 3.30474 4.14834
C -2.72759 -5.46930 -4.69353
H -0.18422 3.54859 6.28997
H 3.98313 -4.65201 2.01308
H -8.14403 -3.58447 0.06184
H -3.53419 -5.17115 -5.36367
H -2.90645 1.40413 -3.99483
H 1.83598 2.48524 1.71024
H -6.86591 -2.47944 1.66425
H -0.34520 7.38353 1.34035
H -0.59508 -4.43563 -0.99494
H -2.66685 1.07554 -2.26765
H 5.77857 -0.21034 -2.96326
H -7.53217 -1.37176 0.45789
H -5.37292 -0.20877 1.67629
H 4.92974 4.16418 3.60521
H 4.30795 2.84674 7.28886
H 1.73161 -5.65467 1.65724
H 2.01215 3.19992 7.37824
H 0.78118 4.35144 -4.13357
H -0.33584 -4.09876 -4.82922
H 4.08237 3.37149 2.27036
H 5.22267 -2.05241 -1.40444
H 4.64044 -2.68219 0.65600
H 0.30679 -2.13520 -3.41312
H -0.17520 -5.87669 -0.03713
H -3.06410 0.44498 1.00481
H -1.90282 -5.83942 -5.30905
H 2.65756 2.96183 -3.30385
H -2.20846 -0.14442 -3.45105
H 1.25434 5.93055 2.52801
H 4.89940 2.40694 3.50369
H -1.69164 3.99716 -0.90509
H -4.06256 -4.19803 -2.74095
H -0.32562 3.62873 3.82106
H 4.96782 2.15052 5.80586
H -0.81862 -4.44060 0.76278
H -1.81823 6.42731 -0.42429
H 5.08285 3.88621 6.08847
H -1.51737 3.38762 -4.14237
H -5.23009 -3.26754 -1.29855
H 3.97839 1.30707 -3.72133
H -2.59314 -6.80033 -3.26926
*
```

The total energy comes out at -114707.925 eV. As for the energy above the lowest of the compared OMol25 structures with the same formula, charge and spin: 0.0 kcal per mole. The calculation puts the HOMO energy at -6.4906 eV.


Record 3
A cluster of 12 separate species, H23O12 in total in a non-equilibrium geometry. Source: the OMol25 dataset; level of theory: the ωB97M-V functional and the def2-TZVPD basis.

ORCA input file:
```
! wB97M-V def2-TZVPD RIJCOSX def2/J DEFGRID3
* xyz 0 2
O 0.16503 -1.00718 4.65249
O -2.76437 2.42875 -2.42044
O 0.43740 -3.14461 -0.45325
O 0.68720 1.69320 -3.84854
O -3.27568 -1.18871 -1.18445
O -0.08008 -0.53598 -0.72920
O 1.49072 2.15240 -0.20248
O -2.11707 -0.37135 1.12254
O 1.45098 -0.49544 1.98814
O 1.27257 -3.74485 2.43128
O -0.56307 3.65669 0.77712
O 2.64692 -0.52915 -1.08978
H 1.11215 -3.23266 0.23559
H 0.17182 3.31931 0.24737
H -3.81491 -0.76032 -0.51501
H 1.67297 -0.57709 -1.11347
H 0.23326 2.34410 -4.40087
H 1.05102 -1.36993 4.56006
H 0.22446 -2.20324 -0.43798
H -0.63996 0.21836 -0.47099
H 1.27306 -0.71883 1.06100
H -1.40150 -0.85506 0.69513
H -1.27504 3.97319 0.21918
H 0.38207 0.87021 -4.25523
H -2.42462 1.58126 -2.79120
H 1.58538 -2.87817 2.15693
H 1.53650 1.46613 0.47077
H 0.18292 -0.34391 3.95601
H 0.38400 -3.85440 2.08228
H -2.31927 -1.11612 -1.06612
H -2.04504 2.82907 -2.95532
H 1.29699 1.64650 -1.02078
H 2.32095 -0.09661 1.79085
H -1.78386 0.52564 1.24578
H 2.92611 0.31880 -0.73740
*
```

The total energy comes out at -24939.331 eV. As for the energy above the lowest of the compared OMol25 structures with the same formula, charge and spin: 20.7 kcal per mole. The calculation puts the HOMO energy (alpha / beta) at -11.1882 / -11.1879 eV.